The following is a DFT calculation (the ωB97M-V functional and the def2-TZVPD basis) of a 3-piece molecular cluster, C17H42BNO5P overall.

XYZ file:
```
67
Properties=species:S:1:pos:R:3:forces:R:3:nbo_charge:R:1
C -0.0869 2.3364 1.4299 0.07 0.05 0.01 -0.24
O -0.6728 1.3949 0.5782 -0.14 -0.03 0.07 -0.56
C -0.1302 0.0726 0.7284 0.10 -0.08 0.06 -0.25
B 1.3921 -0.1695 0.2222 -0.11 0.02 0.12 -0.37
C 1.8193 -1.7069 0.5811 0.01 -0.05 -0.25 -0.60
C 3.3128 -2.1005 0.5368 0.12 -0.08 0.02 -0.50
C 4.2240 -0.9861 0.9910 0.11 0.03 0.08 0.71
N 4.8907 -0.3099 -0.0232 -0.47 0.15 -0.06 -0.85
O 4.4065 -0.7034 2.1594 0.02 -0.04 -0.06 -0.63
P 1.4959 0.1470 -1.7051 -0.11 -0.01 -0.09 2.13
O 0.2847 0.3940 -2.5189 0.02 0.00 -0.03 -1.12
O 2.6271 1.3325 -1.9462 0.05 0.07 0.01 -1.03
O 2.3657 -1.0812 -2.3979 0.16 -0.12 0.22 -1.03
H 0.6543 2.9588 0.9134 0.05 -0.05 -0.02 0.16
H -0.8703 2.9973 1.8146 -0.01 0.02 0.00 0.16
H 0.4179 1.8565 2.2770 -0.03 0.04 0.03 0.16
H -0.8492 -0.5893 0.2352 0.02 0.05 -0.07 0.19
H -0.1603 -0.1848 1.8044 -0.07 0.00 -0.03 0.14
H 2.1218 0.6784 0.7383 0.08 -0.08 -0.12 -0.04
H 1.3162 -2.3576 -0.1444 -0.05 -0.12 0.13 0.21
H 1.4126 -1.9857 1.5579 0.03 0.16 0.08 0.20
H 3.5283 -2.9425 1.1987 -0.12 -0.04 0.00 0.21
H 3.5697 -2.4103 -0.4771 0.08 0.11 -0.02 0.21
H 5.1220 0.6395 0.2375 0.19 -0.09 0.09 0.38
H 4.4008 -0.3440 -0.9080 0.07 -0.05 -0.02 0.39
H 2.8791 1.6551 -1.0734 -0.04 0.07 0.05 0.50
H 3.0917 -0.7260 -2.9173 -0.02 0.09 -0.17 0.49
C -0.3179 0.2478 6.3597 -0.02 0.00 0.00 -0.61
C -1.2027 0.8954 5.3002 0.02 -0.01 -0.01 -0.40
C -1.0739 2.4165 5.2437 0.00 -0.01 -0.04 -0.40
C -1.4739 3.1490 6.5258 0.01 -0.01 0.00 -0.40
C -2.8998 2.8732 7.0017 -0.01 0.01 0.00 -0.40
C -3.9672 3.2897 5.9955 0.00 -0.02 0.01 -0.61
H -0.5810 0.5791 7.3667 0.00 0.00 0.00 0.19
H -0.4089 -0.8389 6.3369 0.01 0.00 -0.01 0.21
H 0.7322 0.4955 6.1895 0.00 0.00 0.01 0.21
H -2.2463 0.6143 5.4721 -0.01 0.01 -0.01 0.19
H -0.9411 0.4937 4.3184 -0.01 -0.01 0.00 0.22
H -1.6688 2.7866 4.4048 0.00 0.02 0.01 0.21
H -0.0367 2.6710 5.0044 0.00 0.00 0.00 0.21
H -1.3582 4.2257 6.3613 -0.01 0.00 0.01 0.20
H -0.7771 2.8913 7.3285 0.01 -0.01 -0.01 0.20
H -3.0639 3.4063 7.9428 -0.01 -0.01 0.00 0.19
H -3.0132 1.8102 7.2332 0.01 0.00 0.00 0.19
H -3.8848 4.3535 5.7603 0.01 0.00 -0.01 0.20
H -4.9705 3.1102 6.3856 0.00 0.01 0.00 0.20
H -3.8749 2.7365 5.0601 0.00 0.00 0.00 0.21
C 0.1873 -2.7155 -4.1679 -0.03 -0.04 -0.03 -0.61
C 0.2803 -1.5768 -5.1754 0.06 0.01 -0.02 -0.41
C -1.0812 -1.0595 -5.6327 -0.02 0.01 0.01 -0.40
C -1.9609 -2.0901 -6.3443 -0.01 0.01 0.02 -0.39
C -1.3282 -2.7320 -7.5785 -0.01 0.00 -0.01 -0.40
C -0.9872 -1.7307 -8.6770 0.01 -0.01 0.00 -0.61
H -0.2967 -3.6014 -4.5900 -0.01 0.01 0.00 0.18
H 1.1765 -3.0055 -3.8154 0.00 0.01 0.01 0.22
H -0.3820 -2.3878 -3.2958 0.00 -0.01 0.00 0.22
H 0.8779 -1.8913 -6.0398 -0.02 0.00 -0.01 0.17
H 0.8081 -0.7480 -4.7029 -0.02 -0.01 0.01 0.24
H -0.9345 -0.1911 -6.2821 -0.01 0.00 -0.01 0.19
H -1.6132 -0.6857 -4.7535 0.02 0.01 0.01 0.22
H -2.8999 -1.6080 -6.6396 0.00 -0.01 -0.01 0.19
H -2.2363 -2.8801 -5.6401 0.00 0.00 0.01 0.20
H -2.0166 -3.4830 -7.9783 0.01 0.00 0.00 0.19
H -0.4237 -3.2734 -7.2876 0.00 0.00 0.01 0.20
H -1.8792 -1.1851 -8.9956 0.00 0.01 0.01 0.19
H -0.5689 -2.2290 -9.5538 -0.01 0.00 0.00 0.20
H -0.2560 -0.9978 -8.3338 0.00 0.00 0.00 0.21
```
Positions in Å, forces in eV/Å.

## Properties
Multiplicity: 1
Strongest force on any atom in hartree/bohr: 0.010
HOMO level in eV: -5.38
Relative energy (zero: lowest compared OMol25 entry of this formula, charge and spin) in kcal per mole: 0.00
Orbital gap in eV: 8.139
Molar mass in g/mol: 382.3
Net charge: -1

***

The following is a DFT calculation (the ωB97M-V functional and the def2-TZVPD basis) of C17H42FN3O6SSi as an isolated structure.

XYZ file:
```
71
Properties=species:S:1:pos:R:3:forces:R:3:mulliken_charge:R:1
C -5.0072 -1.5116 2.9481 0.27 0.55 -0.43 -0.90
C -4.8543 -0.1852 2.9844 -0.54 -1.09 -0.03 -0.12
N -3.8022 0.4713 2.2687 -0.31 0.20 0.44 0.35
Si -2.1398 0.1107 2.9070 1.35 0.20 -0.09 0.42
C -0.9244 0.8961 1.7091 -0.84 -0.21 0.51 -0.46
C -1.7882 -1.7274 2.9519 -0.68 0.33 0.13 -1.18
C -1.8152 0.7905 4.6287 -0.12 -0.18 -0.27 -1.17
S -4.1173 2.0476 1.9964 -0.88 0.27 0.61 1.00
O -5.5168 2.2885 1.9794 -0.03 -0.29 -0.24 -0.62
O -3.3026 2.9068 2.7825 0.53 -0.07 -0.27 -0.56
F -3.6266 2.1551 0.5329 0.28 0.11 -0.40 -0.17
H -5.5978 -2.0428 3.6742 -0.51 0.15 -0.11 0.28
H -4.5525 -2.0892 2.1562 0.49 -0.15 0.27 0.26
H -5.5666 0.4162 3.5308 0.39 0.26 0.42 0.31
H 0.0235 0.9695 2.2346 0.25 -0.05 -0.12 0.23
H -1.2513 1.8950 1.4366 0.16 0.12 -0.16 0.50
H -0.8537 0.2572 0.8353 0.22 0.11 -0.25 -0.18
H -2.3345 -2.2002 3.7647 -0.12 -0.11 0.03 0.38
H -0.7308 -1.8740 3.1592 0.19 0.05 -0.21 0.39
H -2.0838 -2.1945 2.0165 0.21 -0.19 -0.12 0.22
H -0.8046 1.1948 4.6213 0.13 0.07 -0.07 0.37
H -2.4679 1.5980 4.9407 -0.18 -0.01 0.10 0.36
H -1.8125 -0.0241 5.3483 -0.21 0.00 0.23 0.33
C 3.1152 5.3856 -0.3627 0.04 -0.06 -0.11 -0.74
O 4.0406 4.5025 -0.9689 -0.12 0.08 0.18 -0.34
C 5.2609 4.3673 -0.2506 0.23 -0.09 -0.23 -0.82
C 5.4263 2.9456 0.2405 -0.28 -0.01 0.06 -0.22
N 4.4586 2.6469 1.2889 0.14 -0.08 -0.09 -0.30
C 4.4060 1.2398 1.6721 -0.16 0.17 0.09 -0.84
C 3.8924 0.2437 0.6373 0.08 -0.28 0.21 -0.57
O 2.5232 0.4080 0.3148 0.14 0.05 -0.24 -0.13
C 2.2660 1.3137 -0.7477 -0.31 -0.07 0.19 -0.42
H 2.2529 5.4620 -1.0225 0.02 -0.04 -0.02 0.24
H 2.7816 5.0123 0.6112 0.01 0.09 0.04 0.31
H 3.5476 6.3831 -0.2389 -0.02 0.01 0.06 0.35
H 5.3141 5.0734 0.5824 -0.10 -0.03 0.05 0.40
H 6.0781 4.6014 -0.9397 0.00 0.02 0.01 0.39
H 6.4366 2.8167 0.6387 0.00 -0.03 0.01 0.40
H 5.3106 2.2802 -0.6263 0.16 0.03 -0.06 0.20
H 3.5404 2.9299 0.9723 -0.02 0.04 0.02 0.07
H 3.7541 1.1716 2.5469 0.01 -0.07 0.00 0.37
H 5.4031 0.9270 1.9972 0.03 0.01 -0.05 0.44
H 3.9767 -0.7532 1.0803 -0.01 0.00 -0.01 0.36
H 4.5046 0.2287 -0.2718 -0.04 0.13 -0.04 0.39
H 3.0701 1.3215 -1.4877 0.07 0.03 0.06 0.36
H 2.1060 2.3238 -0.3622 0.07 0.08 -0.17 0.19
H 1.3441 0.9977 -1.2387 -0.01 -0.05 0.05 -0.06
C -0.7076 -5.6678 -2.5893 0.10 0.06 -0.05 -0.74
O -0.2380 -4.6665 -3.4715 -0.16 -0.09 0.14 -0.34
C -1.1610 -4.3287 -4.5004 0.18 0.12 -0.26 -0.81
C -1.6018 -2.8882 -4.3591 0.00 -0.03 0.29 -0.20
N -2.4383 -2.7177 -3.1774 0.06 0.09 -0.13 -0.30
C -2.7334 -1.3261 -2.8494 -0.07 -0.20 0.15 -0.99
C -1.5722 -0.4454 -2.4017 -0.20 0.29 -0.02 -0.54
O -1.0144 -0.8244 -1.1563 0.12 -0.11 -0.17 -0.11
C 0.0335 -1.7789 -1.2181 -0.05 0.02 0.34 -0.84
H 0.0948 -5.8911 -1.8882 0.02 0.04 -0.01 0.24
H -1.5838 -5.3290 -2.0261 -0.05 -0.08 -0.02 0.31
H -0.9592 -6.5838 -3.1325 -0.06 -0.01 0.03 0.35
H -2.0241 -4.9999 -4.4980 -0.03 0.02 0.11 0.41
H -0.6467 -4.4494 -5.4585 -0.01 -0.02 0.00 0.39
H -2.1719 -2.5974 -5.2457 -0.01 0.03 0.00 0.39
H -0.6962 -2.2675 -4.3134 0.03 -0.01 -0.17 0.19
H -1.9726 -3.1443 -2.3869 -0.01 -0.03 0.02 0.07
H -3.4692 -1.3367 -2.0410 0.00 0.08 0.00 0.38
H -3.2192 -0.8579 -3.7107 0.04 0.00 -0.04 0.46
H -1.9697 0.5632 -2.2546 0.01 0.00 0.02 0.40
H -0.7900 -0.3598 -3.1651 0.05 -0.14 0.02 0.36
H 0.6246 -1.6789 -2.1317 -0.05 -0.04 -0.06 0.35
H -0.3536 -2.7984 -1.1345 0.08 -0.05 -0.16 0.19
H 0.6873 -1.6031 -0.3622 0.01 0.08 -0.03 0.32
```
Positions in Å, forces in eV/Å.

## Properties
Multiplicity: 1
Strongest force on any atom in hartree/bohr: 0.027
HOMO level in eV: -8.74
Orbital gap in eV: 9.424
Molar mass in g/mol: 463.7

***

The following is a DFT calculation (the ωB97M-V functional and the def2-TZVPD basis) of C17H42N2NbO as an isolated structure.

XYZ file:
```
63
Properties=species:S:1:pos:R:3:forces:R:3:nbo_charge:R:1
C -2.5155 -3.7434 0.1562 0.02 0.02 0.00 -0.61
C -1.9683 -4.8785 1.0146 0.00 -0.02 -0.10 -0.39
C -0.5969 -4.5373 1.6006 -0.01 -0.13 0.07 -0.40
C 0.5472 -4.5864 0.5679 -0.71 1.00 0.41 -0.80
Nb 2.0821 -2.8988 0.4914 0.31 -0.23 0.12 1.61
C 2.5640 -3.6706 2.5446 0.67 -0.54 -0.53 -0.80
C 1.9239 -2.7188 3.5559 -0.15 0.19 -0.10 -0.63
C 1.9136 -3.0262 -1.7547 0.44 -0.48 0.13 -0.80
C 1.1425 -1.7969 -2.2170 -0.21 0.01 0.14 -0.24
N 1.5407 -1.3134 -3.5571 0.01 0.03 -0.10 -0.85
C 3.0403 -0.8555 0.6715 -0.94 0.07 0.46 -0.86
C 2.3848 0.3495 1.3710 0.09 0.07 0.10 -0.39
C 1.7439 1.3709 0.4096 0.08 0.11 -0.03 -0.40
C 0.2114 1.4112 0.4102 -0.03 -0.03 0.09 -0.43
C -0.3934 1.7344 -0.9500 -0.05 0.05 0.00 -0.21
N 0.0364 2.9949 -1.5631 -0.06 0.10 -0.08 -0.85
H -3.4940 -3.9773 -0.2678 -0.04 -0.04 -0.01 0.19
H -1.8359 -3.5182 -0.6662 0.03 0.03 -0.01 0.21
H -2.6101 -2.8323 0.7507 0.00 0.02 -0.01 0.20
H -1.8795 -5.7833 0.4025 -0.01 -0.03 0.05 0.18
H -2.6824 -5.1062 1.8125 -0.03 0.02 0.06 0.18
H -0.6693 -3.5408 2.0464 -0.02 0.01 0.02 0.20
H -0.3928 -5.2188 2.4326 0.07 -0.04 0.01 0.18
H 1.1490 -5.4847 0.7502 0.25 0.12 -0.18 0.21
H 0.1114 -4.6761 -0.4313 0.04 0.00 -0.05 0.20
H 3.6204 -3.8615 0.0424 0.12 0.09 -0.04 -0.40
H 0.5234 -1.8674 0.7312 -0.11 0.07 -0.31 -0.44
H 2.2079 -4.6926 2.6751 -0.06 -0.02 0.03 0.21
H 3.6470 -3.7218 2.6908 0.01 0.06 0.03 0.21
H 2.5901 -1.8928 3.8118 0.03 0.05 -0.07 0.20
H 0.9980 -2.2624 3.1823 -0.03 -0.01 0.00 0.21
H 1.6686 -3.2233 4.4922 -0.04 -0.04 0.01 0.19
H 2.9183 -3.0130 -2.1877 0.04 0.13 0.03 0.22
H 1.4542 -3.9427 -2.1297 0.02 -0.04 -0.01 0.21
H 1.2369 -1.0035 -1.4651 -0.08 0.09 -0.05 0.18
H 0.0744 -2.0245 -2.2711 0.00 -0.03 0.11 0.18
H 2.3654 -0.7272 -3.4740 0.03 -0.11 -0.03 0.34
H 0.8094 -0.7143 -3.9254 0.04 0.06 0.02 0.34
H 3.3023 -0.5683 -0.3566 0.11 -0.19 -0.06 0.21
H 3.9877 -1.1087 1.1694 0.02 -0.18 -0.01 0.21
H 1.6093 -0.0006 2.0577 0.03 0.00 0.04 0.20
H 3.1180 0.8737 1.9956 0.03 0.02 -0.04 0.17
H 2.1203 2.3680 0.6556 0.03 0.04 -0.12 0.19
H 2.0932 1.1614 -0.6093 -0.01 -0.03 0.01 0.18
H -0.1592 0.4429 0.7533 -0.07 -0.05 -0.10 0.24
H -0.1477 2.1640 1.1226 0.05 -0.04 0.10 0.18
H -1.4825 1.7757 -0.8646 -0.04 -0.05 -0.01 0.18
H -0.1707 0.9259 -1.6484 0.06 -0.04 -0.04 0.19
H -0.1954 3.7773 -0.9586 0.08 -0.03 0.02 0.35
H 1.0430 3.0058 -1.6832 -0.03 -0.02 0.06 0.35
C -4.0200 5.9523 -1.2612 0.07 0.04 -0.03 -0.43
C -3.5435 7.3965 -1.4325 0.00 -0.04 0.05 -0.43
C -2.3888 7.4523 -0.4364 -0.04 0.02 -0.07 -0.06
O -1.8296 6.1444 -0.4041 0.08 -0.04 0.05 -0.54
C -2.6968 5.2203 -1.0678 -0.07 -0.02 0.01 -0.08
H -4.5835 5.5731 -2.1123 0.00 0.01 -0.01 0.22
H -4.6427 5.8620 -0.3692 0.00 0.00 0.02 0.20
H -3.1779 7.5558 -2.4485 0.01 -0.01 -0.01 0.20
H -4.3117 8.1402 -1.2237 -0.01 -0.01 0.00 0.21
H -2.7474 7.7221 0.5638 0.00 -0.01 0.00 0.16
H -1.6061 8.1574 -0.7214 -0.01 0.02 0.00 0.18
H -2.2523 4.9306 -2.0241 0.00 0.00 -0.01 0.18
H -2.7849 4.3254 -0.4504 -0.01 0.00 0.00 0.19
```
Positions in Å, forces in eV/Å.

## Properties
Multiplicity: 1
Strongest force on any atom in hartree/bohr: 0.025
HOMO level in eV: -4.22
Orbital gap in eV: 6.631
Molar mass in g/mol: 383.4
Net charge: -1